Entry 1:
The following is a quantum chemistry calculation of a single C5H8N2 molecule in a non-equilibrium geometry, from the OMol25 dataset.

Geometry (Å):
C1 -1.745934 -0.999955 0.574008
C2 -0.669331 -0.254676 -0.172346
C3 -0.592975 1.224484 -0.147760
N1 0.347573 0.424937 0.621283
C4 1.748019 0.430940 0.208538
C5 2.087490 -0.460240 -0.917274
N2 2.341037 -1.189315 -1.778856
H1 -2.026195 -0.450555 1.477709
H2 -1.409904 -1.998101 0.871236
H3 -2.636552 -1.111919 -0.055033
H4 -0.327988 -0.719788 -1.099890
H5 -0.236268 1.735355 -1.042542
H6 -1.297682 1.793097 0.456550
H7 2.053952 1.450358 -0.056494
H8 2.364756 0.125378 1.060865

Cartesian forces (eV/Å) of the 2 atoms listed first:
C -0.005 -0.003 0.040
C -0.111 -0.126 -0.130

## Properties
- strongest force on any atom (eV/Å) = 1.1
- structure (SMILES) = C[C@H]1CN1CC#N
- energy above the lowest of the compared OMol25 structures with the same formula, charge and spin (eV) = 1.723
- electronic energy (Eh) = -304.7722

Entry 2:
The following is a quantum chemistry calculation of a molecular structure, CH4N2OSn in a non-equilibrium geometry, from the OMol25 dataset.

Geometry (Å):
Sn1 -2.218058 -0.842362 1.936650
C1 -0.174568 -0.188802 -0.116510
O1 -1.080158 -0.906812 0.176950
N1 0.512002 0.581178 0.662060
N2 0.312252 -0.098732 -1.316100
H1 0.528802 0.390858 1.653830
H2 1.051432 1.389348 0.386430
H3 1.115792 0.496118 -1.459500
H4 -0.047498 -0.820792 -1.923810

Cartesian forces (eV/Å) of the 2 atoms listed first:
Sn -0.034 -0.248 -0.653
C 6.043 4.057 -3.771

## Properties
- total charge = +2
- strongest force on any atom (eV/Å) = 8.2
- energy above the lowest of the compared OMol25 structures with the same formula, charge and spin (eV) = 0.000
- electronic energy (Eh) = -438.8633

Entry 3:
The following is a quantum chemistry calculation of a gas-phase ion, C2H2F2P (charge +1) in a non-equilibrium geometry, from the OMol25 dataset.

Geometry (Å):
C1 1.537750 0.558286 0.002995
C2 0.437013 0.034801 -0.254945
F1 -1.524787 -1.486432 0.105118
F2 -1.890133 0.779740 0.375557
P1 -0.944983 -0.372767 0.994367
H1 2.504192 0.980601 -0.114613
H2 -0.119053 -0.494229 -1.108479

Cartesian forces (eV/Å) of the 2 atoms listed first:
C -2.020 -1.295 -2.220
C 1.505 0.052 -0.751

## Properties
- total charge = +1
- strongest force on any atom (eV/Å) = 3.3
- energy above the lowest of the compared OMol25 structures with the same formula, charge and spin (eV) = 1.027
- electronic energy (Eh) = -618.1297

Entry 4:
The following is a quantum chemistry calculation of a molecular structure, C3H4O2, from the OMol25 dataset.

Geometry (Å):
O1 0.628263 -1.466127 0.123794
C1 -0.403065 -0.733380 0.407156
C2 0.020162 0.606045 0.720170
C3 0.163443 0.609198 -0.788557
O2 -0.473663 1.664345 -0.041126
H1 -1.425435 -1.099086 0.309310
H2 0.939236 0.772340 1.276801
H3 1.123123 -0.493443 -0.551690
H4 -0.572064 0.140110 -1.455859

Cartesian forces (eV/Å) of the 2 atoms listed first:
O 0.079 0.076 -0.047
C -0.099 -0.005 -0.080

## Properties
- strongest force on any atom (eV/Å) = 0.5
- energy above the lowest of the compared OMol25 structures with the same formula, charge and spin (eV) = 6.331
- electronic energy (Eh) = -266.9601

Entry 5:
The following is a quantum chemistry calculation of 2 unconnected molecules or ions with the total composition C2H5IO2 in a non-equilibrium geometry, from the OMol25 dataset.

Geometry (Å):
C1 0.896576 -1.267948 0.116331
C2 -1.126627 -0.406769 0.693107
O1 0.164373 1.762007 -0.397474
O2 -0.359402 -0.799269 -0.279616
I1 -3.039699 0.231878 -0.044047
H1 1.041969 -1.119686 1.214533
H2 1.670273 -0.678360 -0.326495
H3 0.976759 -2.312521 0.027883
H4 -0.069673 2.436986 0.283856
H5 -0.154547 2.153679 -1.288074

Cartesian forces (eV/Å) of the 2 atoms listed first:
C 1.189 0.810 2.837
C 0.960 -0.408 -0.382

## Properties
- strongest force on any atom (eV/Å) = 3.2
- energy above the lowest of the compared OMol25 structures with the same formula, charge and spin (eV) = 3.179
- electronic energy (Eh) = -527.2623

Entry 6:
The following is a quantum chemistry calculation of a molecular structure, C4H8N3O in a non-equilibrium geometry, from the OMol25 dataset.

Geometry (Å):
C1 1.293826 -0.723873 -0.674017
C2 -0.722258 1.400960 -0.329776
C3 -0.696920 -0.094016 -0.949054
C4 0.170627 -0.419433 0.262144
N1 0.489994 -0.304169 -1.715722
N2 -0.471899 -1.437372 1.766543
N3 0.169018 1.059369 0.795713
O1 2.394317 -1.176725 -0.599256
H1 -0.305592 2.102734 -1.001868
H2 -1.708242 1.413489 0.094677
H3 -1.682313 -0.380550 -1.216451
H4 0.906735 -0.090651 -2.584550
H5 0.312135 -1.882419 2.165161
H6 -1.105093 -2.151541 1.532266
H7 1.117972 1.436916 0.688534
H8 -0.162307 1.247282 1.765655

Cartesian forces (eV/Å) of the 2 atoms listed first:
C 0.898 -0.835 -0.579
C -1.313 -2.285 -0.663

## Properties
- total charge = +1
- strongest force on any atom (eV/Å) = 7.5
- energy above the lowest of the compared OMol25 structures with the same formula, charge and spin (eV) = 5.573
- electronic energy (Eh) = -396.3314

Entry 7:
The following is a quantum chemistry calculation of a molecular structure, C31H37BrN7O2P2V in a non-equilibrium geometry, from the OMol25 dataset.

Geometry (Å):
V1 0.848421 -0.149566 0.401678
N1 4.850504 1.488283 1.418597
C1 3.567543 1.818448 1.471802
N2 2.838301 0.721267 1.307299
C2 3.789424 -0.249358 1.143384
N3 5.022127 0.167767 1.209224
C3 3.413506 -1.641271 0.939624
C4 4.358264 -2.653053 0.884800
N4 4.006701 -3.924619 0.752380
C5 2.702009 -4.182637 0.677864
C6 1.755414 -3.177833 0.705894
N5 2.097411 -1.884279 0.829895
H1 5.654462 2.089222 1.523774
H2 3.211410 2.826182 1.620746
H3 5.413508 -2.412582 0.953768
H4 2.400251 -5.219030 0.584752
H5 0.714300 -3.410381 0.620607
C7 -0.833284 3.158691 -0.356675
P1 -0.763629 1.684988 0.695008
C8 -2.444179 0.993760 0.427304
N6 -3.471164 1.813502 0.485169
C9 -4.708967 1.283542 0.362073
C10 -5.842401 2.132962 0.412129
C11 -7.082978 1.589971 0.295837
C12 -7.257131 0.186502 0.126970
C13 -6.188228 -0.653260 0.083635
C14 -4.883268 -0.115808 0.197792
N7 -3.811197 -0.939675 0.132972
C15 -2.620214 -0.393321 0.226579
P2 -1.164181 -1.491239 0.030660
C16 -1.705131 -2.865080 1.109047
C17 -1.283077 -2.075317 -1.761765
C18 -2.469768 -3.025393 -1.931251
C19 -1.479906 -0.832289 -2.646236
C20 0.009319 -2.811368 -2.157179
C21 -0.838364 2.232167 2.478154
C22 -0.945140 0.930908 3.284445
C23 -2.006520 3.164791 2.789887
C24 0.467400 2.947683 2.820526
H6 -1.775672 3.655492 -0.141958
H7 -0.809409 2.856096 -1.401577
H8 0.013342 3.810944 -0.169892
H9 -5.691459 3.197053 0.547301
H10 -7.956263 2.228958 0.335193
H11 -8.259454 -0.212916 0.030260
H12 -6.305652 -1.723159 -0.040867
H13 -2.667673 -3.200928 0.733146
H14 -1.849172 -2.473400 2.115029
H15 -1.027362 -3.711142 1.157984
H16 -3.393954 -2.622626 -1.519240
H17 -2.275804 -4.001875 -1.482960
H18 -2.620669 -3.179846 -3.004199
H19 -2.471545 -0.397497 -2.510893
H20 -1.391505 -1.135309 -3.692552
H21 -0.733423 -0.059064 -2.469841
H22 0.136842 -3.738936 -1.593594
H23 0.900767 -2.196259 -2.036024
H24 -0.055070 -3.088465 -3.212668
H25 -1.904597 0.432685 3.132798
H26 -0.836807 1.136144 4.351616
H27 -0.144990 0.215684 3.028674
H28 -2.971189 2.747473 2.509221
H29 -1.890391 4.129627 2.291186
H30 -2.016612 3.352397 3.869207
H31 1.314668 2.317863 2.593505
H32 0.488152 3.168327 3.891349
H33 0.564402 3.893745 2.281245
Br1 5.368561 -2.680694 -3.222187
C25 5.015563 -0.862360 -2.894361
C26 5.981636 0.096952 -3.161096
C27 5.717169 1.437045 -2.890953
C28 4.501831 1.817333 -2.346280
C29 3.542330 0.842516 -2.088377
C30 3.791006 -0.500513 -2.372808
C31 2.279269 1.240488 -1.452953
O1 1.994866 2.343211 -1.112476
O2 1.389796 0.161287 -1.196594
H34 6.933963 -0.201635 -3.582556
H35 6.469104 2.183836 -3.110443
H36 4.281209 2.855471 -2.130924
H37 3.042630 -1.257269 -2.180588

Cartesian forces (eV/Å) of the 2 atoms listed first:
V 1.231 0.014 0.225
N 0.264 0.077 0.026

## Properties
- total charge = +2
- strongest force on any atom (eV/Å) = 1.3
- energy above the lowest of the compared OMol25 structures with the same formula, charge and spin (eV) = 0.361
- electronic energy (Eh) = -5937.5681

Entry 8:
The following is a quantum chemistry calculation of 2 unconnected molecules or ions with the total composition C5H6O3 in a non-equilibrium geometry, from the OMol25 dataset.

Geometry (Å):
C1 0.206475 -2.773123 -0.311196
C2 0.245846 -1.683410 0.224012
C3 -1.581271 0.516288 0.104610
C4 1.204803 0.622522 -0.152716
C5 0.483552 -0.369754 0.637844
O1 -1.319135 1.057474 -0.984745
O2 1.846870 1.553847 0.581407
O3 -2.884216 0.691778 0.571978
H1 0.180173 -3.866158 -0.298746
H2 0.322322 -0.185903 1.758878
H3 0.434260 1.051448 -0.971963
H4 1.876885 0.234355 -0.888001
H5 2.320766 2.165990 0.012554
H6 -3.337335 0.984647 -0.283917

Cartesian forces (eV/Å) of the 2 atoms listed first:
C -0.075 -0.640 1.422
C 0.480 -1.000 -1.336

## Properties
- strongest force on any atom (eV/Å) = 4.0
- energy above the lowest of the compared OMol25 structures with the same formula, charge and spin (eV) = 5.473
- electronic energy (Eh) = -419.6383

Entry 9:
The following is a quantum chemistry calculation of 6 unconnected molecules or ions with the total composition C18H32N5O6 in a non-equilibrium geometry, from the OMol25 dataset.

Geometry (Å):
O1 30.356254 -19.406271 -22.540621
C1 29.743541 -19.649079 -23.772322
O2 28.719639 -20.401238 -23.720949
O3 30.336251 -19.229324 -24.755441
H1 29.824618 -19.910291 -21.908179
C2 22.860394 -21.336136 -24.970800
C3 24.181340 -20.852110 -24.397515
O4 24.938090 -20.168166 -25.045305
N1 24.417950 -21.221480 -23.115481
C4 25.551268 -20.796327 -22.306013
H2 22.058989 -21.205770 -24.241842
H3 22.925850 -22.411285 -25.173329
H4 22.667007 -20.853760 -25.921069
H5 23.831105 -21.880603 -22.638076
H6 25.707564 -19.719854 -22.332506
H7 26.479879 -21.301121 -22.571918
H8 25.358785 -21.069978 -21.264784
C5 27.192144 -14.739152 -24.273291
C6 27.162490 -16.059416 -23.531423
O5 27.094330 -17.114934 -24.112361
N2 27.390680 -15.955687 -22.187013
C7 27.483000 -17.098317 -21.300006
H9 27.436186 -13.886264 -23.629314
H10 26.223330 -14.477683 -24.703449
H11 27.941838 -14.761446 -25.059392
H12 27.189863 -15.082528 -21.732030
H13 26.475165 -17.398780 -20.983103
H14 28.190709 -16.959166 -20.491571
H15 27.794470 -17.972774 -21.880242
C8 36.823426 -20.412245 -24.004072
C9 35.351594 -20.076078 -23.903045
O6 34.740285 -19.610236 -24.839251
N3 34.790750 -20.317746 -22.689706
C10 33.401666 -20.028168 -22.335478
H16 37.365044 -19.521891 -24.323524
H17 36.991453 -21.195984 -24.741371
H18 37.280136 -20.729333 -23.063659
H19 35.297861 -20.876117 -22.028404
H20 33.385506 -20.017300 -21.243842
H21 32.714245 -20.792197 -22.696869
H22 33.052826 -19.067866 -22.699688
N4 28.499443 -23.155904 -23.208373
C11 29.249159 -24.054720 -23.910199
C12 29.137411 -25.284732 -23.311847
C13 28.246353 -25.130480 -22.212724
C14 27.900159 -23.801829 -22.170226
H23 28.552749 -22.138941 -23.357792
H24 29.751245 -23.709483 -24.798592
H25 29.542020 -26.194491 -23.726580
H26 27.865321 -25.903191 -21.564660
H27 27.348965 -23.258661 -21.418495
N5 30.873015 -21.047157 -19.970951
C15 30.801813 -19.845308 -19.336120
C16 29.484291 -19.489241 -19.242612
C17 28.726791 -20.550456 -19.827778
C18 29.613517 -21.491646 -20.266702
H28 31.707773 -21.599911 -20.029529
H29 31.695179 -19.347200 -18.999477
H30 29.122648 -18.545876 -18.871610
H31 27.662125 -20.499864 -19.987384
H32 29.472019 -22.461360 -20.711612

Cartesian forces (eV/Å) of the 2 atoms listed first:
O -0.096 0.256 0.437
C 0.129 -1.321 -0.871

## Properties
- total charge = -1
- strongest force on any atom (eV/Å) = 1.7
- electronic energy (Eh) = -1430.4072